(1)
{
  "formula": "C35H36BrGdIN2O5S",
  "method": "the ωB97M-V functional and the def2-TZVPD basis",
  "symbols": ["Gd", "C", "C", "N", "C", "C", "C", "O", "C", "C", "N", "C", "C", "C", "C", "C", "C", "I", "C", "O", "H", "H", "H", "H", "H", "H", "H", "H", "H", "H", "H", "H", "O", "C", "O", "C", "C", "C", "C", "C", "C", "S", "H", "H", "H", "H", "C", "C", "C", "C", "C", "C", "C", "Br", "C", "O", "C", "C", "C", "C", "C", "C", "H", "H", "H", "H", "H", "H", "H", "H", "H", "H", "H", "H", "H", "H", "H", "H", "H", "H", "H", "H"],
  "coordinates": [[0.29636, -2.11268, 0.07108], [-1.84277, -6.36857, 0.54601], [-2.06749, -5.88401, -0.93329], [-2.78639, -6.54001, -1.79359], [-2.80502, -6.22453, -3.09084], [-2.17667, -5.10811, -3.53988], [-2.15404, -4.90074, -5.00636], [-3.06174, -3.77558, -5.35277], [-1.46822, -4.25754, -2.68170], [-0.71094, -3.14887, -3.19718], [0.06889, -2.34346, -2.54484], [0.39631, -1.11807, -3.23101], [1.80926, -0.81381, -3.42854], [2.13772, 0.27663, -4.22435], [1.16268, 1.17363, -4.56792], [-0.16190, 1.00266, -4.17669], [-0.58935, -0.19050, -3.57181], [-2.59293, -0.37169, -3.27284], [-1.47634, -4.60650, -1.29469], [-0.84461, -4.00172, -0.39638], [-1.65946, -5.48644, 1.21896], [-0.97989, -6.98419, 0.57871], [-2.78517, -6.85686, 0.80986], [-3.33367, -6.85339, -3.76929], [-2.43834, -5.82682, -5.53282], [-1.18535, -4.61733, -5.42553], [-3.94364, -3.97902, -5.03121], [-0.68282, -2.94037, -4.30126], [2.61445, -1.39366, -2.92841], [3.15420, 0.57371, -4.40121], [1.52507, 2.09349, -4.97964], [-0.91900, 1.82114, -4.47591], [2.53965, -2.35979, -0.27119], [3.34993, -1.86058, 0.59801], [4.52385, -1.69820, 0.24962], [2.87587, -1.47588, 2.00014], [3.84885, -0.61489, 2.58381], [3.72194, -0.19714, 3.88990], [2.57298, -0.51733, 4.63711], [1.66249, -1.40102, 4.06969], [1.87493, -2.00922, 2.80418], [0.75836, -3.34660, 2.30236], [4.68998, -0.34060, 1.98218], [4.51447, 0.44233, 4.33237], [2.38597, -0.05918, 5.63340], [0.78107, -1.72071, 4.62051], [-2.23820, 5.54801, 2.17329], [-2.03408, 4.32440, 3.12434], [-1.23524, 4.87013, 4.28909], [-3.39714, 3.93610, 3.62627], [-1.32965, 3.16800, 2.37571], [-1.93982, 1.93210, 2.27918], [-1.30868, 0.90882, 1.59008], [-2.23683, -0.68425, 1.28738], [-0.14186, 1.08917, 0.84844], [0.30444, 0.16517, 0.04534], [0.43193, 2.36993, 0.90802], [-0.09379, 3.39972, 1.69549], [1.71334, 2.63947, 0.03401], [1.21608, 2.49441, -1.39121], [2.30450, 4.02690, 0.10027], [2.91454, 1.67794, 0.32624], [-2.48708, 6.48243, 2.66253], [-2.88133, 5.27872, 1.40946], [-1.27739, 5.77058, 1.63526], [-1.75423, 5.73563, 4.70622], [-0.18902, 5.08880, 3.98964], [-1.10291, 4.17394, 5.09356], [-4.02120, 4.78336, 3.87267], [-3.41617, 3.18707, 4.38802], [-3.86226, 3.49470, 2.68606], [-2.87960, 1.75286, 2.77057], [0.41014, 4.31852, 1.91203], [0.84161, 3.45138, -1.71146], [0.44853, 1.71221, -1.48995], [1.89634, 2.20085, -2.17716], [1.44507, 4.71102, 0.14069], [2.86828, 4.28970, -0.77978], [2.94085, 4.15716, 0.94546], [2.65209, 0.65435, 0.08121], [3.14151, 1.79139, 1.37939], [3.69769, 2.02132, -0.33313]],
  "gap_ev": [7.4, 6.3],
  "homo_ev": [-5.36, -5.35],
  "charge": -1,
  "multiplicity": 8,
  "fmax_ha_per_bohr": 0.058,
  "relative_energy_kj_mol": 176.6,
  "e_lumo_ev": [2.04, 0.94]
}

=====

(2)
{
  "formula": "C35H36BrGeNOs",
  "method": "the ωB97M-V functional and the def2-TZVPD basis",
  "symbols": ["Os", "C", "C", "C", "C", "C", "C", "C", "H", "H", "H", "H", "H", "H", "H", "H", "C", "C", "C", "C", "C", "C", "H", "H", "H", "H", "H", "H", "H", "H", "H", "C", "Ge", "C", "C", "C", "C", "C", "C", "C", "C", "C", "C", "C", "C", "C", "C", "C", "C", "H", "H", "H", "H", "H", "H", "H", "H", "H", "H", "H", "H", "H", "H", "H", "Br", "C", "C", "C", "C", "C", "N", "H", "H", "H", "H"],
  "coordinates": [[-0.93024, -0.18239, 0.78283], [-3.56296, 3.39475, 0.20777], [-3.07807, 2.47868, 1.26022], [-4.03142, 1.87885, 2.10423], [-3.64211, 1.11971, 3.23350], [-2.30256, 0.82284, 3.41787], [-1.34566, 1.44952, 2.64989], [-1.72018, 2.25238, 1.53485], [-3.99433, 4.34599, 0.62562], [-4.36379, 2.90729, -0.37036], [-2.72144, 3.65328, -0.43500], [-5.07328, 2.13301, 1.96000], [-4.42424, 0.82095, 3.88631], [-2.00417, 0.17548, 4.27342], [-0.31287, 1.42819, 2.97949], [-0.95127, 2.92433, 1.03666], [0.54142, -4.88970, 2.51073], [0.45980, -4.56826, 0.98532], [1.85628, -4.75834, 0.34869], [-0.60900, -5.40541, 0.31574], [0.05883, -3.13247, 0.93843], [-0.23909, -1.91169, 0.86295], [0.75995, -5.91379, 2.62370], [-0.40945, -4.76102, 3.06787], [1.35396, -4.30658, 2.98036], [2.02655, -5.77530, 0.07023], [2.65642, -4.36228, 1.04914], [1.96069, -4.26440, -0.65310], [-0.31492, -6.46899, 0.42511], [-0.64334, -5.20326, -0.77068], [-1.54987, -5.27341, 0.82496], [2.41772, 0.19044, 2.04216], [1.52473, 0.49769, 0.30025], [2.36834, -0.63166, -1.01483], [1.71555, -1.47775, -1.96024], [2.40919, -2.09252, -2.98419], [3.79205, -1.97374, -3.03519], [4.47086, -1.20362, -2.12332], [3.77360, -0.56579, -1.07268], [1.70348, 2.45136, -0.08462], [1.48066, 3.27858, 1.00779], [1.67675, 4.61760, 0.95865], [1.94750, 5.23427, -0.25315], [2.16518, 4.44664, -1.41592], [2.56199, 5.03313, -2.63967], [2.86807, 4.28229, -3.72354], [2.77987, 2.92325, -3.65856], [2.35975, 2.25041, -2.44685], [2.07167, 2.95979, -1.28816], [3.46745, 0.49438, 1.80684], [2.47057, -0.89962, 2.22695], [2.00505, 0.74911, 2.83511], [0.61777, -1.53297, -1.92356], [1.78483, -2.62816, -3.72417], [4.32186, -2.44574, -3.88253], [5.58090, -1.08377, -2.22336], [4.36417, 0.00927, -0.33349], [1.14122, 2.75655, 1.89935], [1.52118, 5.25168, 1.82624], [1.97407, 6.29601, -0.34544], [2.51295, 6.13505, -2.65089], [3.26400, 4.72807, -4.64756], [3.12144, 2.39513, -4.55997], [2.24137, 1.17235, -2.46169], [-2.15004, 0.54917, -2.15956], [-3.35867, -0.38764, -1.10540], [-4.58178, -0.82706, -1.67464], [-5.41455, -1.51616, -0.86016], [-5.08081, -1.77450, 0.45885], [-3.84005, -1.35144, 0.91185], [-2.98952, -0.63027, 0.14707], [-4.80342, -0.61534, -2.72888], [-6.37681, -1.88940, -1.18228], [-5.78845, -2.28184, 1.11741], [-3.54133, -1.50119, 1.89918]],
  "gap_ev": [7.4, 5.2],
  "homo_ev": [-16.59, -16.59],
  "charge": 3,
  "multiplicity": 6,
  "fmax_ha_per_bohr": 0.083,
  "relative_energy_kj_mol": 58.8,
  "e_lumo_ev": [-9.19, -11.41]
}

=====

(3)
{
  "formula": "C35H36CuNO3P3S4",
  "method": "the ωB97M-V functional and the def2-TZVPD basis",
  "symbols": ["Cu", "O", "N", "C", "C", "C", "C", "C", "C", "C", "P", "C", "C", "C", "C", "C", "C", "C", "C", "C", "C", "C", "C", "H", "H", "H", "H", "H", "H", "H", "H", "H", "H", "H", "H", "H", "H", "H", "H", "C", "C", "O", "P", "S", "S", "O", "C", "C", "H", "H", "H", "H", "H", "H", "H", "H", "H", "H", "S", "P", "S", "C", "C", "C", "C", "C", "C", "C", "C", "C", "C", "C", "C", "H", "H", "H", "H", "H", "H", "H", "H", "H", "H"],
  "coordinates": [[-0.94905, -1.23250, -0.78841], [-3.60478, -1.36841, -0.22918], [-2.46452, -1.82093, 0.39111], [-2.31316, -1.43597, 1.61468], [-1.31673, -2.02452, 2.47773], [-1.77081, -2.48019, 3.72700], [-0.94665, -3.16564, 4.58779], [0.37562, -3.40095, 4.23598], [0.84592, -2.91609, 3.03741], [0.02251, -2.21828, 2.15010], [1.12687, -1.62154, 0.75258], [2.20677, -0.63563, 1.84411], [1.60497, 0.07046, 2.88294], [2.35599, 0.92973, 3.65886], [3.70357, 1.09500, 3.39825], [4.28867, 0.44774, 2.32369], [3.54083, -0.40325, 1.53236], [1.70542, -3.30593, 0.35620], [3.02295, -3.73578, 0.31371], [3.29540, -5.04926, -0.03365], [2.26379, -5.92473, -0.32787], [0.94913, -5.48326, -0.31942], [0.66864, -4.17379, 0.01562], [-3.75642, -0.43906, 0.02891], [-3.02467, -0.76115, 2.09137], [-2.80610, -2.31512, 3.99061], [-1.32518, -3.52007, 5.53426], [1.03862, -3.93973, 4.89714], [1.88977, -3.06412, 2.78881], [0.54421, -0.03405, 3.07101], [1.88074, 1.48552, 4.45372], [4.29113, 1.75574, 4.01742], [5.33131, 0.62331, 2.09908], [3.97453, -0.86327, 0.65361], [3.82611, -3.06037, 0.57644], [4.31988, -5.39048, -0.07447], [2.48508, -6.95548, -0.56396], [0.14923, -6.16329, -0.57377], [-0.35695, -3.81173, 0.02726], [-2.17279, -1.21040, -7.18119], [-2.53051, -0.87796, -5.73955], [-1.51082, -0.09876, -5.14780], [-0.58918, -0.50270, -3.83790], [1.19155, -0.65023, -0.96876], [-1.74069, -1.86396, -2.83960], [0.49030, -1.60331, -4.50471], [1.76847, -1.23199, -4.95198], [1.80983, -1.05482, -6.46746], [-2.99659, -1.72348, -7.67159], [-1.28818, -1.83984, -7.20447], [-1.96304, -0.29079, -7.72118], [-2.69203, -1.78746, -5.14884], [-3.44946, -0.27728, -5.71309], [2.44678, -2.04383, -4.65579], [2.09407, -0.30779, -4.45902], [1.47733, -1.96913, -6.95782], [2.82559, -0.82322, -6.78668], [1.14473, -0.24427, -6.75582], [1.59758, 2.62884, 0.73636], [-0.36394, 2.69492, 0.80178], [-1.49793, 1.08707, 0.45378], [-0.96162, 4.09936, -0.21467], [-0.21826, 5.26999, -0.14299], [-0.64199, 6.39857, -0.81476], [-1.80553, 6.35373, -1.56584], [-2.52152, 5.17339, -1.67473], [-2.10511, 4.04143, -0.99395], [-0.92914, 3.28097, 2.45403], [-0.08147, 4.03794, 3.24829], [-0.47991, 4.41398, 4.51765], [-1.71755, 4.02279, 5.00169], [-2.57384, 3.28520, 4.20120], [-2.18492, 2.92772, 2.92571], [0.69286, 5.27488, 0.43956], [-0.06644, 7.31341, -0.75059], [-2.15196, 7.24572, -2.07115], [-3.41121, 5.13808, -2.28903], [-2.66105, 3.11597, -1.05886], [0.89883, 4.29961, 2.87225], [0.17830, 5.00924, 5.13767], [-2.00954, 4.27455, 6.01155], [-3.54010, 2.97933, 4.57917], [-2.83254, 2.34161, 2.29011]],
  "gap_ev": 6.7,
  "homo_ev": -4.40,
  "charge": -1,
  "fmax_ha_per_bohr": 0.029,
  "e_lumo_ev": 2.26
}

=====

Look up the charge of the third one.
-1

=====

Which of these has the highest charge?
C35H36BrGeNOs

=====

Look up the charge of the third one.
-1

=====

Look up the charge of the third one.
-1